34
Properties=species:S:1:pos:R:3:mulliken_charge:R:1 method="wB97M-V/def2-TZVPD" lumo_energy_ev=-0.81 max_force_ev_per_a=4.5 de_lowest_kcal_mol=47.2 smiles="Cc1nc(C(F)(F)F)cc2nc(S(=O)(=O)Nc3ccc(F)c(F)c3F)nn12"
O -1.4261 -2.1583 2.7460 -0.642
O -2.7602 -2.9867 1.1229 -0.687
F 5.0864 -2.5979 0.9647 -0.280
F 3.9062 -3.8978 -1.3231 -0.276
F 1.2575 -4.3714 -1.2488 -0.335
F -2.6834 5.6630 0.4780 -0.241
F -1.3835 6.1381 -1.2620 -0.235
F -3.3104 5.0476 -1.5463 -0.221
N -2.6290 0.4077 0.7845 -0.582
N -0.5917 3.3188 -1.3390 -0.537
N -0.7306 -0.1567 -0.3411 -1.158
C -2.1671 1.4762 0.2193 0.280
C -0.3247 2.0679 -1.3284 1.028
C -1.5813 -0.5137 0.5313 0.177
C -2.5336 2.7980 0.0233 -0.497
C -1.7790 3.7602 -0.6568 0.314
C 3.0021 -2.0853 1.8385 -0.874
C 1.6132 -2.3274 1.7646 -0.227
C 3.7914 -2.7531 0.8857 0.509
C 3.2552 -3.3849 -0.2015 0.271
C 1.8545 -3.5207 -0.2397 0.429
C 0.9747 -2.9171 0.6966 -0.145
N -0.9767 1.1399 -0.5371 0.819
N -0.4692 -3.2101 0.7110 -0.282
C 0.8848 1.7070 -2.1259 -1.182
C -2.2550 5.2121 -0.7610 0.833
S -1.6043 -2.1891 1.3124 1.156
H -3.5413 3.1125 0.4262 0.343
H 3.4612 -1.6466 2.7500 0.370
H 0.9458 -2.0291 2.5306 0.593
H -0.7770 -3.9827 0.1431 0.309
H 0.9496 0.6638 -2.0522 0.421
H 0.7842 1.9766 -3.2634 0.279
H 1.7577 2.2393 -1.7023 0.272